One molecule with the formula C4H2Cl2O2S3, computed with ωB97M-V/def2-TZVPD.

Each atom is followed by the atoms it is bonded to, with distances in Å.
Element x y z (Å)
1 O -3.56273 2.02540 1.18347  S2 1.456
2 S -2.89651 0.86376 1.75522  O1 1.456, Cl3 2.167, C4 1.708
3 Cl -2.41047 1.20893 3.83873  S2 2.167
4 C -1.29209 0.76724 1.17711  S2 1.708, C5 1.325
5 C -0.14882 0.09916 1.22427  C4 1.325, C6 1.434, H12 1.160
6 C 1.14772 0.64008 0.93833  C5 1.434, S7 1.676, H13 1.040
7 S 1.31228 2.13086 0.19051  C6 1.676, C8 1.598
8 C -0.19208 2.66876 0.16970  S7 1.598, S9 1.837
9 S -1.17359 4.12162 -0.37813  C8 1.837, O10 1.448, Cl11 2.121
10 O -0.29837 4.87282 -1.25361  S9 1.448
11 Cl -1.18460 4.94896 1.57507  S9 2.121
12 H -0.11069 -0.87756 1.84911  C5 1.160
13 H 1.93791 -0.03308 0.87104  C6 1.040

Values from the calculation:
E	-65818.756	eV
total charge	0
SMILES	O=S(Cl)#C/C=C\SC#S(=O)Cl
ΔE to the lowest compared entry with this formula, charge and spin	132.6	kJ/mol
HOMO level	-8.715	eV

These are the Mulliken partial charges, in e, on atoms 1 to 4: number 1, O, carries -0.44; number 2, S, carries 0.40; number 3, Cl, carries -0.23; number 4, C, carries -0.26